Below is a molecular structure, C22H25N3O2S in a non-equilibrium geometry, with properties calculated with ωB97M-V/def2-TZVPD.

Highest occupied orbital energy = -7.7126 eV
Strongest force on any atom = 18.27 eV Å⁻¹
2S+1 = 1
E_LUMO = 0.434 eV
Energy relative to the best compared isomer or geometry (same formula, charge and spin) = 495.61 kcal/mol

Cartesian coordinates (Å):
C 1.34 0.44 -3.01
C 2.18 0.82 -1.83
N 2.82 -0.23 -1.26
C 3.95 -0.29 -0.71
O 4.63 0.54 -0.87
C 4.26 -1.60 0.02
C 5.40 -1.95 0.77
C 5.33 -3.13 0.95
C 4.05 -3.52 0.60
O 3.51 -2.62 0.03
H 3.52 -4.27 0.86
H 5.97 -3.62 1.51
H 6.35 -1.35 0.59
H 2.16 -1.10 -1.14
H 2.84 1.50 -2.18
C 1.01 1.56 -0.72
C 1.79 1.65 0.53
C 2.08 0.88 1.54
C 2.88 1.66 2.48
C 2.87 2.94 2.51
S 2.18 3.42 0.82
H 3.24 3.70 3.21
H 3.13 1.13 3.46
H 1.88 -0.07 1.59
N -0.26 1.19 -1.04
C -1.19 2.00 -0.41
H -1.12 2.72 -0.96
C -2.63 1.59 -0.76
N -2.93 0.14 0.09
C -4.11 -0.33 0.31
C -4.31 -1.23 1.09
C -5.62 -1.81 1.34
C -6.68 -1.16 0.93
C -6.57 -0.28 0.00
C -5.31 0.23 -0.31
H -5.15 1.31 -0.99
H -7.38 0.33 -0.60
H -7.70 -1.53 1.43
H -5.72 -2.56 2.18
H -3.58 -1.67 1.71
C -1.74 -0.85 -0.21
C -0.59 -0.12 0.22
H 0.22 -0.96 -0.24
H -0.47 -0.14 1.09
H -2.08 -1.65 0.08
H -1.69 -1.04 -1.47
H -3.33 2.04 -0.35
H -2.61 1.15 -1.78
H -1.20 2.30 0.57
H 0.82 2.65 -1.25
H 0.90 1.37 -3.62
H 1.99 -0.01 -3.84
H 0.65 -0.18 -2.96

***

Below is a molecular structure, C22H25N3O3S2 in a non-equilibrium geometry, with properties calculated with ωB97M-V/def2-TZVPD.

Highest occupied orbital energy = -7.8731 eV
Strongest force on any atom = 17.41 eV Å⁻¹
2S+1 = 1
E_LUMO = -0.823 eV
Energy relative to the best compared isomer or geometry (same formula, charge and spin) = 519.51 kcal/mol

Cartesian coordinates (Å):
C -1.48 4.26 1.28
C -1.42 3.17 0.08
C -0.81 3.34 -1.13
C -0.75 2.53 -2.10
C -1.22 1.41 -1.98
C -1.91 1.11 -0.53
C -2.02 2.14 0.52
H -2.24 1.76 1.32
H -2.22 0.06 -0.40
N -1.18 0.29 -2.81
S -2.08 -1.21 -2.79
O -3.28 -0.86 -2.30
O -2.04 -1.28 -4.47
C -1.35 -2.42 -1.91
C -0.37 -1.98 -1.01
C -0.01 -2.93 -0.02
C -0.39 -4.21 -0.44
C -1.18 -4.59 -1.38
C -1.62 -3.80 -2.28
H -2.39 -3.90 -2.93
H -1.27 -5.66 -1.64
H 0.09 -5.11 0.49
C 0.89 -2.75 1.15
O 0.75 -3.30 2.26
N 1.95 -1.72 0.83
H 1.68 -1.16 -0.04
C 2.30 -0.78 1.91
H 2.46 -1.83 2.83
H 3.31 -0.57 1.81
C 1.47 0.32 2.50
C 1.88 1.42 1.66
C 1.99 2.85 1.99
C 2.11 3.67 1.01
C 2.24 3.23 -0.25
S 2.04 1.48 -0.07
H 2.45 3.34 -1.08
H 2.35 4.76 1.02
H 1.54 3.09 3.25
N 1.80 0.62 3.93
C 3.21 0.71 4.44
H 3.52 1.38 3.50
H 3.16 1.30 5.47
H 3.71 -0.12 4.41
C 1.03 -0.05 4.81
H 0.14 -0.15 4.64
H 1.13 0.17 5.68
H 1.28 -1.19 4.73
H 0.35 0.11 2.28
H -0.15 -1.05 -0.80
H -0.73 0.57 -3.50
H -0.24 2.69 -3.01
H -0.32 4.43 -1.28
H -0.90 3.76 2.01
H -2.55 4.58 1.49
H -1.04 5.19 0.91

***

Below is C22H25N3O5S in the gas phase in a non-equilibrium geometry, with properties calculated with ωB97M-V/def2-TZVPD.

Highest occupied orbital energy = -8.3727 eV
Strongest force on any atom = 1.16 eV Å⁻¹
SMILES string = Cc1ccc(NC(=O)CN2C(=O)COc3ccc(S(=O)(=O)N4CCCC4)cc32)cc1C
2S+1 = 1
E_LUMO = 0.493 eV
Energy relative to the best compared isomer or geometry (same formula, charge and spin) = 48.25 kcal/mol

Cartesian coordinates (Å):
C -6.96 -2.48 1.39
C -5.83 -1.69 0.78
C -4.97 -0.97 1.59
C -3.92 -0.23 1.07
C -3.72 -0.22 -0.30
N -2.69 0.50 -0.92
C -1.79 1.34 -0.36
O -1.70 1.62 0.82
C -0.84 1.97 -1.40
N 0.19 2.71 -0.72
C 0.03 4.06 -0.60
O -0.82 4.67 -1.21
C 0.98 4.73 0.38
O 2.26 4.15 0.47
C 2.27 2.79 0.51
C 3.36 2.16 1.08
C 3.43 0.78 1.12
C 2.38 0.04 0.59
S 2.46 -1.74 0.62
O 1.40 -2.24 -0.22
O 2.52 -2.21 1.97
N 3.97 -1.97 -0.07
C 4.68 -3.17 0.36
C 4.48 -4.16 -0.77
C 4.60 -3.26 -2.00
C 3.97 -1.94 -1.53
C 1.29 0.65 0.01
C 1.22 2.04 -0.05
C -4.58 -0.95 -1.12
C -5.63 -1.68 -0.60
C -6.53 -2.46 -1.51
H -6.97 -2.37 2.47
H -7.92 -2.14 0.99
H -6.86 -3.54 1.14
H -5.12 -0.97 2.66
H -3.27 0.32 1.72
H -2.65 0.38 -1.92
H -1.40 2.69 -2.00
H -0.40 1.21 -2.05
H 1.13 5.77 0.08
H 0.48 4.71 1.36
H 4.15 2.77 1.49
H 4.26 0.26 1.56
H 5.74 -2.92 0.48
H 4.28 -3.49 1.32
H 3.48 -4.59 -0.71
H 5.22 -4.97 -0.77
H 4.09 -3.66 -2.87
H 5.65 -3.10 -2.25
H 4.53 -1.07 -1.87
H 2.93 -1.85 -1.86
H 0.52 0.02 -0.38
H -4.42 -0.94 -2.19
H -6.23 -2.34 -2.55
H -6.51 -3.52 -1.26
H -7.56 -2.11 -1.41

***

Below is C22H25N3O6S in the gas phase in a non-equilibrium geometry, with properties calculated with ωB97M-V/def2-TZVPD.

Highest occupied orbital energy = -8.1659 eV
Strongest force on any atom = 1.39 eV Å⁻¹
SMILES string = COc1ccc(CCNC(=O)c2ccc(NS(=O)(=O)c3c(C)noc3C)cc2)cc1OC
2S+1 = 1
E_LUMO = 0.546 eV
Energy relative to the best compared isomer or geometry (same formula, charge and spin) = 77.97 kcal/mol

Cartesian coordinates (Å):
C 0.03 -3.85 0.92
O -0.30 -2.96 -0.12
C -1.39 -2.16 0.03
C -2.18 -2.09 1.17
C -3.28 -1.24 1.21
C -3.61 -0.45 0.13
C -4.73 0.55 0.20
C -4.35 1.72 1.14
N -2.94 2.02 1.12
C -2.32 2.46 -0.01
O -2.93 2.85 -0.99
C -0.83 2.43 0.06
C -0.12 2.12 -1.09
C 1.25 2.04 -1.08
C 1.95 2.32 0.09
N 3.34 2.28 0.09
S 4.22 1.08 -0.68
O 5.56 1.27 -0.23
O 3.94 1.09 -2.08
C 3.58 -0.39 0.03
C 3.74 -0.78 1.39
C 4.44 -0.02 2.45
N 3.17 -1.94 1.59
O 2.64 -2.34 0.41
C 2.87 -1.42 -0.54
C 2.37 -1.64 -1.90
C 1.25 2.67 1.24
C -0.13 2.71 1.23
C -2.82 -0.52 -1.02
C -1.73 -1.36 -1.08
O -0.91 -1.49 -2.17
C -1.29 -0.88 -3.38
H 0.89 -4.41 0.56
H -0.80 -4.54 1.12
H 0.30 -3.32 1.83
H -1.95 -2.70 2.03
H -3.88 -1.21 2.11
H -4.91 0.95 -0.80
H -5.64 0.08 0.57
H -4.62 1.49 2.17
H -4.89 2.62 0.82
H -2.37 1.50 1.77
H -0.67 1.94 -2.00
H 1.81 1.79 -1.97
H 3.79 2.57 0.95
H 5.31 0.47 2.03
H 3.77 0.73 2.88
H 4.74 -0.70 3.25
H 2.69 -0.82 -2.54
H 2.75 -2.58 -2.29
H 1.28 -1.72 -1.89
H 1.79 2.91 2.14
H -0.66 3.00 2.12
H -3.08 0.10 -1.86
H -0.55 -1.18 -4.11
H -1.30 0.21 -3.30
H -2.28 -1.22 -3.70

***

Below is 3 unconnected molecules or ions with the total composition C22H26BBrFN2O6 in a non-equilibrium geometry, with properties calculated with ωB97M-V/def2-TZVPD.

Highest occupied orbital energy = -4.4475 eV
Strongest force on any atom = 2.70 eV Å⁻¹
2S+1 = 1
E_LUMO = 1.111 eV
Charge = -1

Cartesian coordinates (Å):
C -4.27 -3.02 1.40
C -3.55 -2.09 1.05
C -2.48 -0.95 0.80
B -0.97 -1.65 0.83
O -0.22 -1.72 -0.44
C 0.69 -2.84 -0.26
C -0.26 -3.98 0.42
C -0.92 -4.66 -0.86
C -1.84 -5.91 -0.56
F -3.18 -5.57 -0.22
C 0.41 -5.03 1.40
C 1.63 -4.47 2.25
C 2.20 -5.74 3.09
Br 1.01 -3.17 3.64
O -1.11 -3.08 1.16
H -4.70 -4.03 1.62
H -2.68 -0.45 -0.20
H -2.64 -0.18 1.61
H -0.35 -0.94 1.58
H 1.03 -3.01 -1.33
H 1.50 -2.38 0.40
H -1.61 -3.87 -1.32
H -0.15 -4.93 -1.64
H -1.90 -6.51 -1.54
H -1.43 -6.63 0.21
H -0.40 -5.36 2.12
H 0.74 -5.92 0.77
H 2.49 -4.09 1.64
H 1.88 -6.66 2.50
H 1.66 -5.79 4.08
H 3.32 -5.74 3.17
C -1.58 2.40 -0.49
C -1.26 1.61 -1.59
C -1.35 2.13 -2.87
C -1.75 3.45 -3.04
C -2.08 4.25 -1.95
C -1.99 3.72 -0.67
N -1.83 4.02 -4.39
O -1.55 3.29 -5.33
O -2.16 5.19 -4.50
H -1.50 1.99 0.51
H -0.93 0.58 -1.44
H -1.09 1.51 -3.72
H -2.41 5.27 -2.08
H -2.24 4.33 0.19
C 3.97 5.96 -1.16
C 4.12 6.58 0.08
C 3.30 6.23 1.14
C 2.33 5.25 0.95
C 2.16 4.64 -0.29
C 2.99 5.00 -1.35
N 1.47 4.86 2.07
O 1.63 5.43 3.14
O 0.65 3.98 1.87
H 4.62 6.24 -1.99
H 4.89 7.33 0.21
H 3.43 6.71 2.10
H 1.40 3.88 -0.44
H 2.87 4.52 -2.31

***

Below is a molecular structure, C22H26BrIrN5OS in a non-equilibrium geometry, with properties calculated with ωB97M-V/def2-TZVPD.

Highest occupied orbital energy (alpha / beta) = -11.8182 / -13.2649 eV
Strongest force on any atom = 3.43 eV Å⁻¹
2S+1 = 6
E_LUMO (alpha / beta) = -6.246 / -8.489 eV
Charge = +2
⟨S²⟩ = 8.78
Energy relative to the best compared isomer or geometry (same formula, charge and spin) = 0.00 kcal/mol

Cartesian coordinates (Å):
Ir 8.03 10.20 12.99
Br 9.75 13.47 19.46
C 9.38 12.33 17.98
C 8.40 11.38 18.26
C 7.94 10.48 17.32
C 8.42 10.60 16.00
C 9.43 11.58 15.71
C 9.85 12.46 16.67
N 7.94 9.72 15.04
C 7.29 8.57 15.25
C 6.92 7.86 14.09
C 6.10 6.69 14.01
C 5.69 6.21 12.77
C 6.08 6.88 11.56
C 6.91 7.96 11.70
N 7.29 8.43 12.90
H 8.01 11.29 19.28
H 7.18 9.75 17.53
H 9.84 11.51 14.70
H 10.58 13.21 16.40
H 7.17 8.17 16.25
H 5.86 6.16 14.91
H 5.10 5.30 12.73
H 5.78 6.49 10.57
H 7.31 8.53 10.86
C 11.43 7.60 9.64
C 9.93 7.85 9.69
N 9.53 9.21 9.32
C 9.64 10.26 10.15
S 10.13 9.98 11.84
N 9.24 11.48 9.77
C 9.02 11.93 8.40
C 10.30 11.99 7.60
H 11.66 6.57 9.79
H 11.91 8.21 10.41
H 11.86 7.88 8.64
H 9.52 7.65 10.68
H 9.39 7.19 8.97
H 9.10 9.33 8.40
H 9.36 12.22 10.46
H 8.52 12.93 8.48
H 8.29 11.21 7.98
H 10.96 12.78 7.96
H 10.03 12.15 6.53
H 10.81 11.02 7.67
O 7.63 12.07 12.66
N 6.89 12.76 13.67
C 5.67 12.18 14.05
C 4.97 12.92 15.01
C 5.45 14.17 15.48
C 6.73 14.61 15.11
C 7.49 13.86 14.18
H 5.34 11.27 13.56
H 4.09 12.46 15.46
H 4.86 14.75 16.18
H 7.17 15.49 15.61
H 8.52 14.08 13.89

***

> Among the records above, which one has the highest strongest force on any atom?

C22H25N3O2S

***

> Among the records above, which one has the highest 2S+1?

C22H26BrIrN5OS

***

> Number 3 is which compound?

C22H25N3O5S

***

> What is the 2S+1 in the sixth record?

6